[1]
Below is a molecular structure, C29H41BIMoN7S3Se at a distorted geometry, with properties calculated with the ωB97M-V functional and the def2-TZVPD basis.

```
84
Properties=species:S:1:pos:R:3:forces:R:3:lowdin_charge:R:1
Mo 2.32270 -2.09741 -2.71280 0.30 0.25 0.44 0.838
C 4.86204 -0.13513 1.59022 -0.22 0.04 -0.09 -0.022
C 3.39363 -0.46470 1.47872 0.72 0.16 0.17 -0.209
C 2.58091 -0.60241 2.57040 0.15 0.09 0.39 0.093
C 1.22687 -0.95090 2.43659 -0.38 -0.03 0.20 -0.163
N 0.68659 -1.09203 1.24297 0.43 0.04 -0.18 0.222
N 1.49072 -0.93176 0.19717 -1.26 -0.37 -0.57 -0.037
B 0.91696 -0.92998 -1.28034 0.04 -0.28 0.01 -0.672
N 0.83989 0.59768 -1.63047 0.14 -0.56 0.96 -0.024
N 0.61194 1.41210 -0.58134 0.09 -0.13 -0.40 0.206
C 0.45489 2.67563 -0.84344 -0.07 0.33 0.17 -0.178
C 0.51367 3.15028 -2.18233 -0.16 0.56 0.22 0.090
C 0.74809 2.31887 -3.22534 0.03 0.18 -0.68 -0.218
C 0.82774 2.78437 -4.65495 0.00 -0.09 0.13 -0.031
C 0.94172 0.95939 -2.88584 -0.06 -0.17 -0.56 -0.560
S 1.33434 -0.25701 -4.05228 0.16 0.22 0.32 0.765
C 0.20391 3.62083 0.32427 0.05 -0.02 -0.10 -0.540
C 1.32553 4.67236 0.34241 0.07 0.14 -0.01 -0.029
C -1.15663 4.30171 0.10810 -0.14 0.12 -0.05 -0.023
C 0.18348 2.86956 1.65778 0.01 -0.18 -0.02 -0.052
N -0.54312 -1.47463 -1.41886 0.62 0.43 0.54 0.021
N -1.38480 -0.81827 -0.60586 0.06 -0.12 -0.47 0.193
C -2.65497 -1.09859 -0.68760 -0.25 0.03 0.19 -0.169
C -3.12191 -2.04602 -1.63104 -0.51 0.08 0.10 0.097
C -2.26453 -2.71332 -2.44937 -0.23 -0.42 -0.42 -0.217
C -2.73200 -3.73473 -3.46038 0.15 0.15 0.21 -0.036
C -0.89539 -2.39356 -2.30191 0.07 -0.51 -0.25 -0.526
S 0.29608 -3.24147 -3.25980 -0.19 0.18 0.31 0.713
C -3.58027 -0.38946 0.28941 -0.03 -0.05 -0.13 -0.534
C -4.77351 0.20910 -0.47092 -0.09 0.07 -0.01 -0.031
C -2.83188 0.72473 1.02394 0.08 0.05 -0.03 -0.048
C -4.07596 -1.43339 1.30372 -0.08 -0.15 0.06 -0.016
C 2.77782 -0.68814 0.24254 0.72 0.18 -0.12 -0.548
S 3.66902 -0.72896 -1.28564 -0.52 -0.32 -0.03 0.819
C 0.30645 -1.11355 3.64712 0.03 0.00 -0.13 -0.530
C -0.82986 -2.10301 3.34680 0.08 -0.11 -0.08 -0.039
C 1.11013 -1.61173 4.85341 0.01 -0.09 0.16 -0.045
C -0.28970 0.27122 3.96105 0.02 0.17 -0.02 -0.023
H 5.16300 -0.06433 2.63402 -0.04 -0.01 -0.04 0.094
H 5.09022 0.81852 1.10134 -0.08 -0.13 0.04 0.101
H 5.47295 -0.89871 1.10458 -0.05 0.00 0.01 0.090
H 2.99851 -0.46164 3.56286 -0.06 -0.02 -0.15 0.135
H 0.37225 4.21107 -2.37494 0.02 -0.16 0.07 0.138
H 0.62028 3.85292 -4.72661 0.03 -0.12 0.03 0.094
H 0.10951 2.24757 -5.28340 0.08 0.04 0.10 0.095
H 1.82359 2.59024 -5.06625 -0.10 0.01 0.06 0.096
H 1.30689 5.31400 -0.54817 0.02 -0.14 0.18 0.088
H 2.31386 4.19982 0.40712 -0.17 0.08 0.00 0.095
H 1.20409 5.32241 1.21587 0.01 -0.10 -0.15 0.100
H -1.17711 4.90540 -0.80888 0.00 -0.13 0.20 0.090
H -1.36572 4.97367 0.94783 0.03 -0.10 -0.15 0.102
H -1.96759 3.56336 0.05439 0.18 0.19 0.02 0.076
H 1.14997 2.39119 1.86964 -0.18 0.11 -0.06 0.085
H -0.58616 2.08685 1.67031 0.24 0.32 -0.07 0.047
H -0.03037 3.58236 2.46057 0.04 -0.11 -0.09 0.104
H -4.19022 -2.23353 -1.71659 0.19 0.02 0.08 0.140
H -3.81810 -3.77780 -3.47862 -0.01 0.01 0.02 0.093
H -2.35454 -4.73173 -3.21453 0.01 0.11 0.03 0.098
H -2.37781 -3.49490 -4.46530 0.01 0.05 0.08 0.091
H -4.44618 0.88251 -1.27124 -0.02 -0.09 0.11 0.098
H -5.38001 0.79086 0.22762 0.03 -0.04 -0.07 0.099
H -5.43086 -0.55182 -0.90401 0.13 0.07 0.05 0.086
H -2.53581 1.52485 0.33327 -0.06 -0.21 0.12 0.070
H -1.92312 0.35187 1.51031 -0.29 0.01 -0.19 0.042
H -3.48669 1.15409 1.78730 0.05 -0.02 -0.09 0.108
H -4.61440 -2.25443 0.81306 0.09 0.15 0.08 0.095
H -4.76748 -0.95673 2.00587 0.09 -0.07 -0.09 0.103
H -3.24493 -1.86084 1.87843 -0.26 0.10 -0.16 0.067
H -0.44679 -3.12863 3.26198 -0.07 0.19 -0.01 0.099
H -1.35376 -1.85529 2.41861 0.20 0.00 0.21 0.041
H -1.55298 -2.08122 4.16859 0.13 -0.01 -0.10 0.102
H 1.68562 -2.51625 4.61608 -0.11 0.16 0.04 0.101
H 0.41639 -1.86423 5.65964 0.09 0.03 -0.07 0.100
H 1.79302 -0.85208 5.25058 -0.12 -0.12 -0.07 0.086
H -0.88993 0.64987 3.12302 0.21 -0.17 0.35 0.050
H 0.50024 1.00442 4.17591 -0.17 -0.13 -0.04 0.096
H -0.93417 0.20084 4.84405 0.11 0.00 -0.13 0.104
Se 6.10490 -1.87256 -5.67472 0.01 0.05 0.03 0.893
C 4.74208 -1.81480 -4.67179 -1.05 0.00 0.78 -0.889
N 3.74000 -1.81957 -3.97657 1.44 0.04 -1.23 -0.313
I 3.58041 -4.60539 -2.07341 -0.40 0.32 -0.16 0.987
C 2.19973 -3.36525 -0.97567 0.00 0.01 -0.12 -0.778
H 2.67456 -3.10649 -0.04850 0.22 0.05 0.25 -0.021
H 1.32212 -3.96812 -0.81973 -0.26 -0.10 0.08 -0.021
```
Positions in Å, forces in eV/Å.

Values from the calculation:
- spin multiplicity = 1
- HOMO level (eV) = -13.63
- total charge = +2
- Kohn-Sham gap (eV) = 5.67
- calculated total energy (a.u.) = -5499.2388

---

[2]
Below is a molecular structure, C29H41F5OOsP2 at a distorted geometry, with properties calculated with the ωB97M-V functional and the def2-TZVPD basis.

```
79
Properties=species:S:1:pos:R:3:forces:R:3:mulliken_spin:R:1
Os -1.29703 2.14650 -0.07731 2.77 -0.73 1.01 1.658
C -0.72117 2.02109 2.15280 -1.02 1.14 0.75 0.425
C -1.58484 3.12167 1.74829 -0.78 -0.73 1.51 0.042
C -2.62855 1.09470 1.18242 -0.83 0.77 0.78 0.061
C -1.35976 0.80567 1.80501 -0.39 0.26 -0.26 -0.219
C -2.81881 2.54899 1.23922 -0.05 -0.29 0.81 0.079
C 0.43145 2.14173 3.08410 0.64 -0.35 0.08 -0.043
H 1.00471 3.05953 2.95426 -0.02 -0.07 -0.05 -0.008
H 1.11407 1.28280 3.00559 -0.19 0.34 -0.03 0.006
H 0.06624 2.12677 4.12306 -0.07 0.09 -0.29 0.016
C -0.98737 -0.56150 2.27349 0.23 -0.16 -0.30 0.001
H -0.03365 -0.57167 2.80554 -0.09 -0.01 -0.14 0.002
H -0.97597 -1.30529 1.46631 0.02 0.31 0.22 -0.010
H -1.76016 -0.87630 2.98570 0.06 0.04 -0.07 -0.002
C -3.67342 0.07274 0.89253 0.14 -0.53 0.46 -0.053
H -4.17289 -0.18050 1.86181 0.13 0.16 -0.82 0.008
H -3.20059 -0.85203 0.51537 -0.39 0.40 0.08 -0.003
H -4.40403 0.44560 0.17008 0.01 -0.21 0.20 -0.003
C -3.90766 3.28056 0.54725 -0.80 0.46 -0.27 0.053
H -4.18786 4.21715 1.04019 -0.10 -0.26 0.05 0.004
H -4.79320 2.65601 0.37468 0.14 0.21 0.38 -0.002
H -3.57764 3.55685 -0.46169 -0.11 0.21 0.00 -0.008
C -1.26909 4.55321 1.81568 0.25 1.01 0.48 0.046
H -2.07059 5.14452 2.27331 0.14 -0.12 -0.04 0.005
H -1.07682 4.96597 0.82284 -0.13 0.10 -0.02 0.002
H -0.35370 4.71206 2.38884 -0.13 0.10 0.04 -0.005
C 3.12601 -1.81322 -0.13599 -1.50 -1.40 1.01 0.109
C 4.33709 -1.03122 -0.11301 1.59 0.59 -1.39 0.716
C 4.34164 0.03040 0.90401 -0.82 -0.06 0.63 0.042
C 3.14898 1.00933 0.75096 -0.29 1.10 -0.59 0.106
C 2.06500 0.53024 -0.24794 -1.06 0.48 1.85 -0.337
C 1.88855 -0.96180 0.05206 -1.92 2.32 0.34 -0.075
C 1.08241 -1.63969 -1.03016 -0.44 0.09 0.20 0.004
C 2.31659 -2.48347 -1.30145 0.69 -0.99 -0.47 0.035
H 5.27108 0.55539 1.13298 -0.05 -0.20 -0.41 0.013
H 3.47532 2.01584 0.47663 0.06 -0.14 0.38 -0.025
H 4.04797 -0.50642 1.80105 0.39 -0.15 0.72 0.019
H 2.72238 -2.28279 -2.29474 0.06 -0.89 0.23 -0.003
H 3.12838 -2.50077 0.76171 0.23 0.20 -0.80 0.057
H 5.17822 -1.15028 -0.78580 -0.05 -0.30 0.10 -0.030
H 2.08415 -3.52575 -1.05442 0.60 0.05 -0.70 0.000
H 0.17398 -2.10227 -0.67150 0.03 -0.56 0.01 -0.014
H 1.41168 -0.99464 1.03635 0.22 -0.05 0.01 0.004
H 0.74183 -0.99204 -1.84281 0.22 -0.04 -0.07 0.009
H 2.64283 1.09431 1.71014 0.05 0.13 -0.02 0.010
H 1.03061 1.02805 -0.01417 1.66 -0.61 -0.08 0.476
P 2.25297 1.08337 -1.92996 2.43 -1.41 -1.55 -0.168
C 3.27071 0.03266 -3.04786 -0.22 0.10 -0.75 0.056
C 3.33674 2.52779 -1.98698 -0.30 0.86 -0.15 -0.015
P -0.91789 1.32543 -1.98005 1.11 -2.61 -3.25 -0.088
C 0.76121 1.21107 -2.94712 -1.10 0.32 -0.07 0.063
C -1.52898 2.91572 -2.58063 -0.49 -0.13 -0.13 -0.031
C -2.06212 -0.05656 -2.37041 0.86 -0.07 -1.15 0.036
H 2.68706 -0.76608 -3.53586 0.28 0.33 0.37 0.004
H 4.15094 -0.38338 -2.56435 -0.08 0.02 0.11 -0.045
H 3.62958 0.71047 -3.85630 -0.35 -0.49 0.48 0.001
H 3.86906 2.50864 -2.94561 -0.36 0.16 0.19 0.005
H 4.11046 2.51059 -1.21029 -0.39 -0.12 -0.17 -0.007
H 2.75995 3.45466 -1.91327 0.24 0.03 0.11 -0.001
H -1.78651 -0.51962 -3.33979 -0.55 0.08 0.45 0.000
H -3.06060 0.40147 -2.40472 0.24 -0.23 -0.10 0.004
H -2.02558 -0.80403 -1.56495 0.10 0.29 -0.26 -0.014
H 0.75929 0.35914 -3.66573 0.00 0.56 0.60 0.004
H 0.91170 2.13734 -3.54993 -0.35 -0.54 0.36 0.002
H -2.61707 2.92314 -2.68829 0.25 0.19 -0.27 0.006
H -0.98677 3.17372 -3.49289 -0.31 0.57 0.21 0.007
H -1.24143 3.61010 -1.74721 -0.09 0.59 -0.44 0.004
F -1.72658 -7.75401 2.03019 -0.11 1.70 -0.57 0.034
C -1.79628 -6.48648 1.58206 -0.04 -1.76 0.55 0.267
C -0.75054 -5.60214 1.84652 1.33 0.69 0.52 -0.050
F 0.31064 -5.99924 2.58086 -1.06 0.26 -0.75 -0.004
C -0.80210 -4.31656 1.35041 1.09 -0.16 0.55 0.164
F 0.23596 -3.47487 1.58796 -0.92 -0.71 -0.26 0.012
C -1.90274 -3.82963 0.56095 -0.02 0.90 -0.42 0.103
O -1.91140 -2.67893 0.05280 -0.07 -1.04 0.43 0.377
C -2.98536 -4.76842 0.38846 -1.08 -0.23 -0.41 0.155
F -4.08032 -4.33984 -0.26433 1.13 -0.50 0.58 0.020
C -2.91412 -6.06420 0.85970 -1.40 -0.20 -0.67 -0.059
F -3.92631 -6.92734 0.62335 1.10 0.85 0.33 -0.006
```
Positions in Å, forces in eV/Å.

Values from the calculation:
- spin multiplicity = 5
- HOMO level (alpha / beta) (eV) = -12.60 / -14.54
- total charge = +2
- Kohn-Sham gap (alpha / beta) (eV) = 6.62 / 7.11
- calculated total energy (a.u.) = -2476.7370

---

[3]
Below is C29H41N3O10 in the gas phase at a distorted geometry, with properties calculated with the ωB97M-V functional and the def2-TZVPD basis.

```
83
Properties=species:S:1:pos:R:3:forces:R:3:lowdin_charge:R:1
C 3.30029 2.71618 4.78981 -0.09 0.03 -0.04 0.031
C 2.20620 1.88175 4.19436 0.01 0.23 0.16 -0.519
O 1.07855 2.25051 3.99970 -0.07 0.10 0.00 0.101
O 2.64883 0.64665 3.89448 0.45 -0.20 -0.07 0.010
C 1.72892 -0.23284 3.26154 -0.68 -0.31 -0.33 -0.076
C 2.34204 -0.86489 1.99804 0.44 0.36 0.39 -0.197
O 1.36318 -1.61688 1.30886 -0.09 -0.04 0.19 0.010
C 0.60114 -0.91166 0.36828 -0.35 -0.55 -0.63 -0.272
O -0.08727 0.17501 0.91301 -0.50 0.95 0.22 -0.066
N -1.35412 -0.21488 1.39271 0.31 -1.08 0.00 0.150
C -2.08253 0.71882 1.84057 0.33 0.36 0.07 -0.330
C -1.68976 2.15428 1.93587 0.29 -0.03 -0.14 0.008
C -3.45672 0.29407 2.26386 -0.08 -0.14 -0.21 -0.112
C -4.49718 0.76731 1.23220 0.12 -0.05 0.11 -0.172
N -4.01012 0.65732 -0.12553 -0.01 0.25 0.21 -0.107
C -4.67328 1.55821 -1.05765 -0.31 0.08 -0.25 -0.165
C -4.56636 1.13605 -2.51917 0.09 0.19 0.03 -0.178
C -3.16692 1.32713 -3.10240 -0.07 -0.03 0.10 -0.176
C -2.08141 0.77503 -2.17365 -0.05 -0.05 -0.10 -0.109
C -2.48883 -0.53510 -1.57143 -0.13 0.35 0.28 -0.226
N -1.87196 -1.62900 -1.97263 0.16 -0.04 -0.27 0.171
C -2.17304 -2.80488 -1.42966 -0.19 -0.16 0.16 -0.298
C -1.37321 -3.98207 -1.89721 -0.09 0.03 0.07 -0.022
C -3.17369 -2.93808 -0.46561 0.08 0.15 -0.08 -0.211
C -3.52394 -4.27490 0.11046 0.07 0.05 -0.03 -0.042
C -3.82784 -1.78927 -0.04629 0.04 0.26 -0.31 0.038
C -3.48356 -0.54885 -0.57603 0.12 -0.66 -0.18 -0.200
C 1.45998 -0.35370 -0.78360 0.24 0.67 0.57 -0.133
O 1.29480 -1.18788 -1.91371 0.02 -0.38 0.07 0.050
C 1.23626 -0.59973 -3.12031 -0.11 -0.14 -0.27 -0.534
C 0.88327 -1.60133 -4.17492 0.05 0.12 0.00 0.031
O 1.41077 0.57736 -3.29871 0.02 0.16 0.00 0.105
C 2.93311 -0.26386 -0.36510 -0.24 -0.48 0.17 -0.142
O 3.59683 0.70582 -1.16088 -0.03 0.30 0.25 0.055
C 4.18851 0.28961 -2.29572 0.24 0.11 -0.18 -0.526
C 4.64736 1.46753 -3.10111 -0.01 -0.11 0.02 0.035
O 4.30732 -0.86534 -2.60217 -0.03 -0.13 -0.06 0.122
C 3.01849 0.18232 1.09640 -0.47 0.10 -0.44 -0.156
O 4.38832 0.27170 1.46427 0.07 -0.37 -0.06 0.056
C 4.89459 1.47168 1.77544 0.34 0.20 0.10 -0.518
C 6.35002 1.34379 2.13337 -0.13 0.11 -0.09 0.037
O 4.26549 2.49477 1.78808 -0.10 0.09 -0.06 0.109
H 3.80431 3.22580 3.96922 0.03 0.00 0.01 0.078
H 2.87469 3.46027 5.45615 -0.04 -0.01 0.03 0.090
H 4.01669 2.08831 5.30979 0.08 0.00 0.05 0.088
H 0.83126 0.33056 2.99339 0.22 -0.24 0.06 0.110
H 1.45987 -1.02592 3.96558 0.03 0.10 -0.05 0.146
H 3.11062 -1.59060 2.29105 -0.06 0.15 -0.09 0.171
H -0.10789 -1.65042 -0.02569 0.13 0.25 0.08 0.158
H -1.22799 2.47101 1.00188 0.00 0.11 -0.04 0.086
H -0.93697 2.27390 2.71685 0.01 0.06 0.04 0.070
H -2.54157 2.78736 2.16397 -0.09 0.04 -0.01 0.082
H -3.70131 0.72650 3.23521 -0.01 -0.06 0.05 0.123
H -3.46219 -0.79141 2.34390 -0.01 0.03 0.11 0.104
H -4.70031 1.82984 1.39773 -0.06 -0.08 -0.01 0.118
H -5.44462 0.22480 1.39196 0.02 0.11 0.01 0.122
H -4.25971 2.56824 -0.93251 -0.10 0.00 0.00 0.128
H -5.74314 1.60385 -0.79794 0.10 0.05 -0.02 0.121
H -5.28006 1.72606 -3.09850 -0.04 -0.06 0.04 0.113
H -4.85976 0.08730 -2.60411 -0.09 0.05 -0.04 0.118
H -2.98031 2.38850 -3.27731 0.00 0.02 -0.08 0.111
H -3.11705 0.81612 -4.06553 0.03 0.04 -0.05 0.113
H -1.91629 1.47736 -1.35350 0.06 0.08 0.05 0.115
H -1.15028 0.65517 -2.72496 0.03 0.01 0.09 0.101
H -0.55281 -3.63895 -2.51878 0.05 -0.01 -0.04 0.061
H -1.99608 -4.66676 -2.47307 0.01 -0.13 -0.04 0.084
H -0.96861 -4.52805 -1.04682 0.07 -0.15 0.03 0.081
H -4.37951 -4.19449 0.77710 -0.04 -0.05 0.04 0.076
H -2.68227 -4.67495 0.67562 0.02 -0.12 0.06 0.085
H -3.76175 -4.98579 -0.67982 -0.03 -0.11 0.01 0.082
H -4.61180 -1.86994 0.69326 -0.07 0.02 0.11 0.116
H 1.11239 0.65896 -1.03185 0.08 -0.25 0.09 0.173
H -0.16358 -1.86528 -4.02616 -0.05 -0.04 0.01 0.070
H 1.49325 -2.49144 -4.05556 0.03 -0.11 0.00 0.094
H 1.02290 -1.16932 -5.16073 0.03 0.03 0.01 0.090
H 3.41690 -1.24067 -0.49904 -0.10 0.18 0.07 0.181
H 4.96892 2.27040 -2.44512 0.03 0.09 0.00 0.088
H 5.43904 1.17108 -3.78200 0.01 -0.03 0.00 0.089
H 3.78781 1.81180 -3.67550 -0.04 0.04 -0.02 0.090
H 2.55422 1.17186 1.19640 0.06 -0.17 0.03 0.174
H 6.85327 0.70713 1.41179 0.07 -0.06 -0.02 0.089
H 6.42751 0.87721 3.11310 0.02 -0.07 0.07 0.093
H 6.80971 2.32682 2.16273 -0.03 0.01 0.00 0.089
```
Positions in Å, forces in eV/Å.

Values from the calculation:
- SMILES = CC(=O)OC[C@H]1O[C@@H](O/N=C(\C)CCN2CCCCc3nc(C)c(C)cc32)[C@H](OC(C)=O)[C@@H](OC(C)=O)[C@@H]1OC(C)=O
- spin multiplicity = 1
- HOMO level (eV) = -7.69
- Kohn-Sham gap (eV) = 8.43
- calculated total energy (a.u.) = -2046.3697

---

The ΔE to the lowest compared entry with this formula, charge and spin results, record by record, are as follows: 2.9, 60.9, 0.0 kcal per mole.